Record 1
C4H5ClS | ωB97M-V with the def2-TZVPD basis set

Gap between HOMO and LUMO in eV: 7.2
E_tot in eV: -27583.27753
Energy relative to the best compared isomer or geometry (same formula, charge and spin) in kcal per mole: 70.9
HOMO energy in eV: -8.7

```
! wB97M-V def2-TZVPD RIJCOSX def2/J DEFGRID3
* xyz 0 1
C -0.6435 1.6109 -0.0388
C -0.7880 0.1283 -0.1816
C 0.1349 -0.9234 -0.0642
C 1.5434 -1.0861 -0.1370
H -1.6201 2.0408 -0.5405
H -0.6442 2.0520 1.2681
H 0.2838 2.0453 -0.7242
H -0.2996 -1.8463 0.1589
H 2.1239 -1.9940 0.2156
S 2.5501 0.2944 0.0669
Cl -2.4780 -0.3169 0.0636
*
```



Record 2
C5H7N3 | ωB97M-V with the def2-TZVPD basis set

Gap between HOMO and LUMO in eV: 9.3
E_tot in eV: -9768.41336
Energy relative to the best compared isomer or geometry (same formula, charge and spin) in kcal per mole: 22.5
HOMO energy in eV: -8.6
SMILES string: [H]/N=C(\N)c1cc[nH]c1

```
! wB97M-V def2-TZVPD RIJCOSX def2/J DEFGRID3
* xyz 0 1
C -1.4866 -0.2937 -0.0340
C -0.0252 -0.2275 -0.0727
C 0.8783 -1.3105 -0.0091
C 2.1571 -0.7769 0.0315
C 0.7258 0.9356 -0.0317
H -1.8764 1.6583 -0.7157
H -2.0344 1.4229 0.8733
H -3.1057 -1.1646 0.0036
H 0.6338 -2.3457 -0.0223
H 3.1340 -1.2423 -0.0297
H 2.8520 1.2035 0.0107
H 0.4162 1.9915 0.0367
N -2.2168 0.9710 -0.0083
N -2.0972 -1.4096 -0.0116
N 2.0451 0.5881 -0.0206
*
```



Record 3
C3H12N3 | ωB97M-V with the def2-TZVPD basis set

Gap between HOMO and LUMO in eV: 10.6
E_tot in eV: -7767.65475
Energy relative to the best compared isomer or geometry (same formula, charge and spin) in kcal per mole: 68.6
HOMO energy in eV: -14.2

```
! wB97M-V def2-TZVPD RIJCOSX def2/J DEFGRID3
* xyz 1 1
C 1.0267 1.2588 -1.0085
C 1.9901 -0.1736 1.2087
C 0.8446 0.1075 0.3136
N -2.2661 0.2024 -1.3530
N -0.2457 -0.5746 0.2668
N -0.8320 -1.2730 1.3101
H 0.1204 1.4582 -1.5276
H 1.9583 1.0691 -1.6328
H 1.3792 2.1610 -0.4697
H 1.7636 -0.2212 2.3163
H 2.7262 0.5930 1.1271
H 2.3746 -1.1486 1.1697
H -2.3124 -0.3581 -2.1781
H -2.7125 1.0966 -1.4715
H -1.0127 -0.1362 -0.3321
H -1.4209 -2.0138 1.0004
H -0.4149 -1.6918 2.1196
H -2.9665 -0.3555 -0.8590
*
```



Record 4
C3H12N2S | ωB97M-V with the def2-TZVPD basis set

Gap between HOMO and LUMO in eV: 9.7
E_tot in eV: -17120.62587
Energy relative to the best compared isomer or geometry (same formula, charge and spin) in kcal per mole: 5.1
HOMO energy in eV: -8.9
SMILES string: CCS.NCN

```
! wB97M-V def2-TZVPD RIJCOSX def2/J DEFGRID3
* xyz 0 1
C 2.4081 -0.9406 0.4886
C 2.0437 0.5134 0.4071
S 0.9870 0.9131 1.8658
H 1.5404 -1.5967 0.5515
H 2.9963 -1.2765 -0.3548
H 3.0090 -1.1299 1.3669
H 1.5017 0.8351 -0.4759
H 2.9264 1.1512 0.4927
H 1.2630 2.2195 1.9408
N -2.6504 0.9226 -1.4145
C -1.6447 0.0293 -0.8170
N -2.2502 -1.1441 -0.2653
H -3.5361 0.6536 -1.0076
H -2.4479 1.8535 -1.0810
H -1.1720 0.5649 0.0030
H -0.8770 -0.2018 -1.5547
H -1.9275 -1.3707 0.6608
H -2.1699 -1.9957 -0.8065
*
```



Record 5
C12H10BrF3O2Ru | ωB97M-V with the def2-TZVPD basis set

Gap between HOMO and LUMO (alpha / beta) in eV: 7.1 / 6.2
<S²>: 6.047
E_tot in eV: -97474.58398
HOMO energy (alpha / beta) in eV: -8.2 / -8.2

```
! wB97M-V def2-TZVPD RIJCOSX def2/J DEFGRID3
* xyz 0 5
C 1.5666 0.5944 -1.5337
C 0.5607 1.5990 -1.7044
C 0.2379 2.1477 -0.4340
H 0.1219 1.9255 -2.6366
C 1.0799 1.5369 0.5453
C 1.9165 0.5676 -0.1315
H 2.7004 -0.0109 0.3343
H 2.0584 0.0457 -2.3241
H -0.4282 2.9888 -0.2577
H 1.1370 1.8176 1.5917
Ru -0.0762 -0.3683 -0.3144
Br 0.5395 -2.4393 -0.9841
C 1.5416 -4.9983 0.3299
C 2.8243 -4.5134 0.6768
C 3.5352 -4.2051 -0.5359
H 3.2473 -4.4788 1.6808
C 2.6933 -4.5014 -1.6342
C 1.4344 -4.9897 -1.1128
H 0.6088 -5.3908 -1.7064
H 0.7824 -5.3838 1.0095
H 4.5814 -3.9001 -0.5997
H 2.9552 -4.4488 -2.6933
F -4.7668 1.7384 0.6699
C -4.0206 1.2614 -0.3578
F -4.7698 0.3594 -1.0325
F -3.7995 2.3133 -1.2035
C -2.6128 0.6901 0.1204
O -2.0527 1.2608 1.0602
O -2.1000 -0.2518 -0.5994
*
```



Record 6
C5H8BrP | ωB97M-V with the def2-TZVPD basis set

Gap between HOMO and LUMO in eV: 9.6
E_tot in eV: -84645.42633
Energy relative to the best compared isomer or geometry (same formula, charge and spin) in kcal per mole: 4.9
HOMO energy in eV: -8.7
SMILES string: CC1=CCP(Br)C1

```
! wB97M-V def2-TZVPD RIJCOSX def2/J DEFGRID3
* xyz 0 1
C -0.1698 -0.5414 0.9434
C -0.4674 0.2589 -0.0736
C 0.8183 -1.5534 0.7022
C 0.2795 0.0495 -1.3903
C -1.4345 1.4079 0.0728
P 1.8706 -0.9475 -0.7504
Br 3.0576 0.6312 0.2346
H -0.9141 -0.3565 1.7245
H 1.3250 -1.7281 1.7095
H 0.3932 -2.4575 0.3953
H -0.2475 -0.8030 -1.9210
H 0.5145 0.9527 -1.9647
H -0.9470 2.1633 0.5878
H -2.3914 1.1982 0.6225
H -1.6871 1.7258 -0.8927
*
```



- Number 6 is which compound?
  C5H8BrP